{
  "formula": "C51H57LiN3O2P",
  "method": "ωB97M-V/def2-TZVPD",
  "charge": -2,
  "de_lowest_ev": 0.0000,
  "fmax_ha_per_bohr": 0.0105,
  "total_energy_ha": -2641.38883,
  "multiplicity": 1,
  "homo_energy_ev": -0.47,
  "species": ["Li", "C", "C", "C", "C", "C", "C", "C", "C", "C", "C", "C", "C", "N", "C", "O", "C", "C", "C", "C", "C", "N", "C", "O", "N", "C", "C", "C", "C", "C", "C", "C", "C", "C", "C", "C", "C", "H", "H", "H", "H", "H", "H", "H", "H", "H", "H", "H", "H", "H", "H", "H", "H", "H", "H", "H", "H", "H", "H", "H", "H", "H", "H", "H", "H", "H", "H", "H", "H", "H", "H", "H", "H", "H", "C", "C", "C", "C", "C", "C", "C", "H", "H", "H", "H", "H", "H", "H", "C", "P", "C", "C", "C", "C", "C", "C", "C", "C", "C", "C", "C", "C", "H", "H", "H", "H", "H", "H", "H", "H", "H", "H", "H", "H", "H"],
  "positions_angstrom": [[-0.2843, -0.2362, 0.6493], [1.9228, -4.5269, 3.7597], [0.8812, -3.4099, 3.6778], [0.4541, -2.9520, 5.0749], [-0.3227, -3.8246, 2.8489], [-1.1306, -4.8417, 3.3383], [-2.3103, -5.2083, 2.7094], [-2.6970, -4.5164, 1.5757], [-1.9100, -3.5011, 1.0408], [-2.4376, -2.7267, -0.1529], [-3.5321, -1.7501, 0.2868], [-2.9590, -3.6205, -1.2799], [-0.6855, -3.1618, 1.6529], [0.0872, -2.1064, 1.1529], [1.3641, -2.3446, 0.8827], [1.9482, -3.4394, 0.7693], [2.2268, -1.0935, 0.7186], [3.5986, -1.2395, 0.8636], [4.3974, -0.1135, 0.7540], [3.8073, 1.1036, 0.4750], [2.4242, 1.1707, 0.3166], [1.6516, 0.0906, 0.4599], [1.8409, 2.5382, -0.0404], [2.6031, 3.5148, 0.1688], [0.6304, 2.5422, -0.5453], [0.1096, 3.8072, -0.8754], [0.0600, 4.2593, -2.2094], [-0.6477, 5.4229, -2.5124], [-1.2690, 6.1823, -1.5392], [-1.1462, 5.7812, -0.2173], [-0.4588, 4.6268, 0.1296], [-0.2813, 4.2967, 1.5954], [0.8512, 5.1405, 2.1915], [-1.5593, 4.4617, 2.4220], [0.7237, 3.5840, -3.4074], [2.0402, 2.8497, -3.1629], [-0.2617, 2.6701, -4.1373], [2.7805, -4.2025, 4.3563], [2.2665, -4.7958, 2.7614], [1.4979, -5.4138, 4.2411], [1.3405, -2.5467, 3.2000], [0.0192, -3.7761, 5.6489], [-0.2755, -2.1440, 5.0143], [1.3182, -2.5735, 5.6270], [-0.8376, -5.3480, 4.2523], [-2.9281, -6.0038, 3.1103], [-3.6381, -4.7641, 1.0964], [-1.6085, -2.1369, -0.5481], [-4.4296, -2.3008, 0.5867], [-3.8026, -1.0758, -0.5311], [-3.1914, -1.1497, 1.1298], [-3.8411, -4.1805, -0.9596], [-2.2083, -4.3410, -1.6093], [-3.2498, -3.0103, -2.1393], [3.9906, -2.2268, 1.0605], [5.4718, -0.1873, 0.8841], [4.3654, 2.0224, 0.3750], [-0.6891, 5.7432, -3.5507], [-1.8178, 7.0803, -1.8004], [-1.5892, 6.3828, 0.5695], [0.0223, 3.2560, 1.6654], [0.5892, 6.2039, 2.1563], [1.7754, 4.9830, 1.6342], [1.0160, 4.8592, 3.2355], [-1.7417, 5.5143, 2.6654], [-1.4668, 3.9056, 3.3563], [-2.4318, 4.0750, 1.8928], [0.9608, 4.4123, -4.0870], [1.8714, 1.8821, -2.6946], [2.7037, 3.4231, -2.5152], [2.5386, 2.6772, -4.1229], [-0.4869, 1.8035, -3.5140], [0.1655, 2.3053, -5.0764], [-1.2011, 3.1843, -4.3537], [-1.5980, 0.8186, 2.1400], [-0.9635, 0.8656, 3.3978], [0.3684, 1.3423, 3.5955], [0.9741, 1.3501, 4.8354], [0.3172, 0.8923, 5.9798], [-0.9874, 0.4223, 5.8210], [-1.6057, 0.4046, 4.5876], [-1.2559, 1.5105, 1.3694], [-2.6705, 0.6439, 2.1392], [0.9244, 1.7076, 2.7380], [1.9909, 1.7246, 4.9140], [0.8014, 0.8962, 6.9488], [-1.5320, 0.0537, 6.6868], [-2.6207, 0.0263, 4.5043], [0.6953, -3.1670, -2.1170], [0.3346, -1.3612, -2.2141], [-1.2424, -1.3165, -3.1609], [-2.1683, -0.3565, -2.7541], [-3.4113, -0.2578, -3.3664], [-3.7444, -1.1234, -4.3969], [-2.8319, -2.0853, -4.8139], [-1.5936, -2.1809, -4.1969], [1.6062, -0.9177, -3.4661], [1.3859, -0.6893, -4.8200], [2.4350, -0.3282, -5.6570], [3.7184, -0.1903, -5.1513], [3.9486, -0.4062, -3.7981], [2.9011, -0.7592, -2.9636], [1.7452, -3.2762, -1.8428], [0.5106, -3.6908, -3.0563], [0.1140, -3.6103, -1.3104], [-1.9033, 0.3285, -1.9538], [-4.1138, 0.4957, -3.0336], [-4.7144, -1.0532, -4.8746], [-3.0899, -2.7664, -5.6164], [-0.8970, -2.9441, -4.5241], [0.3848, -0.7649, -5.2259], [2.2420, -0.1400, -6.7069], [4.5327, 0.1041, -5.8025], [4.9412, -0.2748, -3.3848], [3.0834, -0.8922, -1.9011]],
  "forces_ev_per_angstrom": [[-0.3194, 0.2013, 0.3892], [-0.0175, 0.0067, -0.0099], [-0.0131, -0.0024, -0.0060], [0.0071, 0.0104, -0.0256], [0.0190, -0.0023, 0.0308], [-0.0237, -0.0249, -0.0011], [0.0334, 0.0242, -0.0072], [0.0186, -0.0007, -0.0107], [-0.0509, -0.0172, -0.0513], [-0.0079, -0.0382, -0.0232], [0.0197, -0.0083, 0.0338], [-0.0022, 0.0465, 0.0023], [-0.0919, -0.0074, 0.0164], [0.2420, 0.0054, -0.0830], [-0.0235, -0.0062, 0.0460], [0.0186, -0.0235, 0.1135], [-0.0085, 0.0022, -0.0406], [0.0042, -0.0224, -0.0401], [0.0258, 0.0167, -0.0044], [0.0312, -0.0322, -0.0241], [-0.0439, -0.0040, -0.1088], [0.2926, -0.0863, 0.0943], [-0.0540, 0.0744, 0.2438], [0.0791, -0.1096, -0.1704], [0.1035, -0.0905, -0.1919], [-0.1067, -0.0289, -0.0103], [0.0264, -0.0166, -0.0352], [0.0680, 0.0486, -0.0001], [0.0020, -0.0351, 0.0282], [0.0078, 0.0245, 0.0023], [0.0137, 0.0409, 0.0297], [0.0081, 0.0028, 0.0404], [0.0385, 0.0234, 0.0206], [-0.0136, 0.0008, -0.0504], [-0.0530, 0.0084, 0.0081], [-0.0062, -0.0009, 0.0166], [-0.0120, -0.0830, 0.0532], [0.0091, -0.0008, -0.0100], [-0.0054, -0.0010, -0.0065], [0.0139, -0.0024, 0.0105], [0.0118, -0.0098, -0.0052], [-0.0082, 0.0009, 0.0025], [-0.0027, 0.0000, -0.0006], [-0.0001, -0.0064, 0.0068], [0.0029, 0.0016, 0.0021], [-0.0012, 0.0022, 0.0070], [0.0021, -0.0010, -0.0025], [0.0178, -0.0236, 0.0441], [0.0054, -0.0044, 0.0191], [-0.0301, -0.0347, 0.0059], [-0.0005, 0.0045, -0.0298], [-0.0083, -0.0083, 0.0039], [0.0431, -0.0038, -0.0052], [-0.0126, -0.0331, 0.0452], [-0.0100, -0.0046, -0.0045], [0.0000, 0.0025, -0.0047], [-0.0069, 0.0192, 0.0052], [-0.0004, 0.0013, 0.0018], [0.0067, 0.0047, -0.0026], [-0.0006, -0.0036, 0.0039], [-0.0670, -0.0309, -0.0478], [-0.0218, 0.0126, 0.0233], [-0.0734, 0.0129, 0.0324], [-0.0135, 0.0069, 0.0242], [-0.0170, 0.0016, -0.0098], [0.0188, 0.0125, 0.0354], [0.0223, -0.0416, 0.0117], [-0.0423, -0.0095, -0.0199], [-0.0045, 0.0036, 0.0140], [0.0148, 0.0148, 0.0303], [0.0088, -0.0039, 0.0104], [-0.0240, -0.0468, 0.0273], [0.0059, -0.0187, -0.0010], [0.0144, 0.0077, -0.0077], [-0.0002, 0.0830, -0.2765], [0.0130, -0.0525, 0.0450], [0.0006, -0.0137, -0.0246], [0.0016, -0.0041, 0.0302], [-0.0147, 0.0071, -0.0188], [0.0063, 0.0031, 0.0176], [0.0101, -0.0211, -0.0127], [-0.0229, 0.1654, 0.0586], [-0.0001, 0.0385, -0.0053], [0.0162, -0.0414, 0.0111], [0.0012, 0.0018, -0.0071], [0.0027, 0.0020, 0.0003], [-0.0065, -0.0015, -0.0062], [0.0002, 0.0017, 0.0051], [-0.0227, 0.0779, -0.0683], [-0.0639, -0.0881, -0.1003], [0.0425, 0.0343, -0.0625], [0.0533, 0.0480, -0.0884], [0.0368, 0.0039, -0.0199], [-0.0033, -0.0073, -0.0162], [0.0096, 0.0187, -0.0051], [0.0011, -0.0052, -0.0210], [-0.0058, 0.0517, 0.0415], [-0.0379, 0.0749, -0.0057], [0.0015, 0.0170, -0.0063], [-0.0005, -0.0017, 0.0063], [-0.0106, -0.0040, -0.0148], [0.0115, -0.0059, 0.0125], [-0.0384, -0.0135, 0.0247], [0.0218, -0.0014, -0.0121], [-0.0349, -0.0336, 0.0209], [-0.0258, -0.0280, 0.0048], [-0.0082, -0.0023, 0.0035], [-0.0015, -0.0001, 0.0054], [-0.0009, -0.0026, 0.0038], [0.0100, 0.0110, 0.0075], [-0.0075, -0.0169, 0.0047], [0.0003, -0.0031, -0.0008], [-0.0004, -0.0002, -0.0019], [0.0004, -0.0014, 0.0053], [0.0070, -0.0080, -0.0182]],
  "mulliken_charge": [0.244, -1.787, 1.464, -1.483, 0.741, -0.412, -1.595, -0.238, 0.467, 2.837, -1.384, -1.745, -1.277, 1.448, -0.106, -0.796, -0.237, -0.994, -1.026, -0.924, -0.015, 1.727, -0.039, -0.928, 1.024, -0.506, 0.673, -0.816, -1.249, -0.499, 0.047, 3.725, -1.690, -1.915, 0.625, -1.511, -1.560, 0.433, 0.357, 0.305, -0.079, 0.289, 0.223, 0.472, 0.239, 0.329, 0.279, -1.479, 0.411, 0.270, 0.161, 0.467, 0.336, 0.297, 0.524, 0.407, 0.577, 0.349, 0.321, 0.289, -2.023, 0.367, 0.324, 0.422, 0.510, 0.351, 0.408, 0.541, -0.162, 0.437, 0.561, 0.167, 0.396, 0.516, -2.502, 1.930, 0.046, -1.221, -0.577, -0.542, -0.910, 0.599, 0.377, 0.492, 0.387, 0.312, 0.271, 0.248, -1.735, 2.096, 0.865, -0.845, -0.833, -0.675, -0.765, -0.477, 0.107, -0.461, -0.598, -0.628, -0.602, -0.257, 0.571, 0.583, 0.229, 0.588, 0.490, 0.341, 0.377, 0.235, 0.366, 0.374, 0.328, 0.425, 0.106]
}